Entry 1:
{"formula": "C4H12N2O2", "method": "the ωB97M-V functional and the def2-TZVPD basis", "species": ["H", "H", "O", "C", "N", "C", "H", "H", "H", "H", "C", "O", "H", "H", "H", "H", "N", "H", "H", "C"], "xyz": [[0.14, 2.19, -0.93], [-0.78, 0.14, -1.24], [-1.91, 2.09, 0.03], [0.91, -1.59, -0.54], [1.01, -3.05, -0.13], [-1.11, -0.09, -0.23], [-1.98, -0.84, -0.34], [1.11, 1.07, 0.59], [1.66, -3.50, -0.77], [1.45, 2.97, -0.94], [0.11, -0.75, 0.52], [1.11, 2.02, -1.00], [1.59, 0.03, 1.80], [0.11, -3.54, -0.17], [-0.35, -1.43, 1.20], [0.49, -1.51, -1.57], [0.89, 0.29, 1.20], [1.87, -1.21, -0.70], [-1.69, 0.85, 1.63], [-1.65, 0.95, 0.52]], "nbo_charge": [0.49, 0.24, -0.59, -0.23, -0.85, -0.53, 0.25, 0.40, 0.36, 0.48, -0.04, -0.96, 0.37, 0.35, 0.20, 0.16, -0.88, 0.20, 0.16, 0.42], "e_tot_ev": -11416.412, "relative_energy_kcal_mol": 64.69, "multiplicity": 1, "homo_lumo_gap_ev": 9.7}

Entry 2:
{"formula": "C4H12N2O2", "method": "the ωB97M-V functional and the def2-TZVPD basis", "species": ["H", "H", "C", "H", "N", "H", "C", "H", "C", "O", "H", "H", "H", "H", "C", "O", "N", "H", "H", "H"], "xyz": [[-2.31, -1.88, -1.23], [2.22, 0.69, 2.05], [-1.23, -0.04, 0.35], [-1.10, -3.02, -0.99], [2.51, -0.03, -0.01], [0.49, 0.33, 1.37], [2.08, 1.17, -0.67], [-3.36, -0.06, -0.04], [-2.49, 0.58, -0.19], [1.85, -0.06, 1.56], [-2.67, 1.53, 0.32], [0.08, -1.69, 0.47], [-2.40, 0.79, -1.26], [1.05, 1.41, -0.37], [-0.86, -1.32, 0.10], [-0.44, 0.80, 1.04], [-1.63, -2.26, -0.59], [2.70, 2.05, -0.46], [2.03, 0.97, -1.75], [3.49, 0.04, 0.27]], "nbo_charge": [0.37, 0.47, 0.24, 0.37, -0.25, 0.50, -0.50, 0.22, -0.67, -0.66, 0.23, 0.19, 0.21, 0.27, -0.14, -0.76, -0.83, 0.18, 0.23, 0.35], "e_tot_ev": -11414.234, "relative_energy_kcal_mol": 114.91, "multiplicity": 1, "homo_lumo_gap_ev": 6.7}

Entry 3:
{"formula": "C4H12N2O2", "method": "the ωB97M-V functional and the def2-TZVPD basis", "species": ["H", "N", "H", "H", "H", "H", "C", "O", "O", "H", "C", "H", "H", "H", "N", "C", "H", "C", "H", "H"], "xyz": [[0.82, 2.91, 5.23], [0.20, 0.26, -1.47], [1.18, 1.74, 6.09], [-0.79, 2.14, -2.75], [0.49, -3.09, -1.75], [-0.60, -1.62, 0.94], [0.61, -1.03, -0.91], [1.12, 2.70, 6.13], [-1.81, 0.32, -0.37], [0.35, -0.16, 1.03], [0.01, -2.13, -1.78], [-2.21, 2.37, -1.81], [0.91, 0.92, -1.74], [-1.02, -2.32, -1.51], [-1.41, 1.80, -2.04], [0.32, -1.16, 0.60], [1.64, -1.04, -0.95], [-1.07, 0.78, -1.21], [1.16, -1.63, 1.09], [0.10, -1.77, -2.81]], "nbo_charge": [0.47, -0.67, 0.46, 0.39, 0.21, 0.23, -0.04, -0.93, -0.65, 0.22, -0.62, 0.40, 0.39, 0.22, -0.84, -0.61, 0.19, 0.78, 0.20, 0.21], "e_tot_ev": -11418.362, "relative_energy_kcal_mol": 19.70, "multiplicity": 1, "homo_lumo_gap_ev": 10.2}

Entry 4:
{"formula": "C4H12N2O2", "method": "the ωB97M-V functional and the def2-TZVPD basis", "species": ["H", "H", "H", "H", "O", "H", "H", "O", "C", "H", "C", "N", "C", "N", "H", "H", "H", "H", "H", "C"], "xyz": [[-2.61, -1.38, -0.34], [2.99, 0.76, 0.29], [2.79, -0.28, -1.15], [1.67, -1.07, 1.70], [-0.09, 1.07, 1.92], [0.08, -1.58, 1.12], [-2.47, -0.41, 0.97], [0.12, -0.20, -1.17], [2.32, 0.50, -0.54], [0.39, -1.05, -1.57], [1.07, -1.23, 0.80], [-3.02, -0.56, 0.12], [0.95, 0.04, -0.04], [-2.99, 0.58, -0.76], [0.18, 2.11, 0.21], [1.52, -2.05, 0.22], [-2.03, 0.82, -1.04], [2.22, 1.38, -1.19], [-3.38, 1.41, -0.31], [0.30, 1.17, 0.76]], "nbo_charge": [0.35, 0.22, 0.22, 0.23, -0.50, 0.23, 0.33, -0.72, -0.63, 0.48, -0.63, -0.67, 0.13, -0.68, 0.12, 0.21, 0.34, 0.22, 0.35, 0.43], "e_tot_ev": -11416.235, "relative_energy_kcal_mol": 68.77, "multiplicity": 1, "homo_lumo_gap_ev": 9.2}

Entry 5:
{"formula": "C4H12N2O2", "method": "the ωB97M-V functional and the def2-TZVPD basis", "species": ["H", "C", "O", "H", "H", "H", "H", "C", "N", "C", "H", "H", "H", "H", "H", "N", "H", "C", "H", "O"], "xyz": [[1.53, 1.50, -1.03], [-0.48, 0.82, -0.55], [0.19, -2.05, 0.48], [-1.07, 0.90, 1.54], [2.83, 2.37, 1.98], [-0.17, 2.19, 0.91], [0.39, 1.32, -2.49], [0.71, 0.94, -1.52], [-1.08, -0.53, -0.83], [-0.73, -1.71, -0.24], [-2.48, -2.56, -1.00], [2.98, 3.91, 2.41], [-1.35, -0.60, -1.80], [0.69, 0.53, 1.10], [1.21, -0.01, -1.72], [-1.60, -2.79, -0.57], [-1.32, 1.45, -0.90], [-0.22, 1.12, 0.93], [-1.64, -3.51, 0.13], [2.51, 3.28, 1.85]], "nbo_charge": [0.22, -0.01, -0.64, 0.22, 0.48, 0.23, 0.21, -0.64, -0.66, 0.78, 0.37, 0.48, 0.39, 0.23, 0.22, -0.87, 0.19, -0.63, 0.40, -0.96], "e_tot_ev": -11417.829, "relative_energy_kcal_mol": 31.99, "multiplicity": 1, "homo_lumo_gap_ev": 10.2}

Entry 6:
{"formula": "C4H12N2O2", "method": "the ωB97M-V functional and the def2-TZVPD basis", "species": ["H", "H", "C", "H", "H", "O", "H", "C", "H", "O", "C", "C", "H", "H", "H", "H", "H", "N", "N", "H"], "xyz": [[-1.56, -0.37, -1.06], [-1.10, -1.84, 0.70], [0.35, 0.42, -0.44], [-1.08, 3.27, 1.68], [1.73, -2.53, 0.34], [0.77, -1.81, -1.33], [1.15, -0.16, -0.98], [0.12, -0.27, 0.98], [-0.69, 0.50, -2.30], [-1.05, 2.47, 1.13], [-0.95, 0.52, -1.25], [0.74, -2.41, -0.15], [1.01, -0.13, 1.59], [-0.72, 0.25, 1.44], [0.04, 2.29, 0.27], [1.73, 1.77, 0.04], [-1.50, 1.41, -1.01], [-0.11, -1.63, 0.83], [0.78, 1.69, -0.31], [0.32, -3.43, -0.18]], "nbo_charge": [0.20, 0.38, -0.02, 0.45, 0.13, -0.59, 0.34, -0.21, 0.23, -1.07, -0.62, 0.07, 0.20, 0.29, 0.44, 0.36, 0.25, -0.48, -0.56, 0.18], "e_tot_ev": -11411.283, "relative_energy_kcal_mol": 182.97, "multiplicity": 1, "homo_lumo_gap_ev": 5.5}

Entry 7:
{"formula": "C4H12N2O2", "method": "the ωB97M-V functional and the def2-TZVPD basis", "species": ["H", "H", "H", "C", "C", "H", "H", "H", "O", "H", "H", "C", "H", "H", "N", "O", "C", "H", "H", "N"], "xyz": [[-2.01, 0.50, -2.29], [-2.28, 2.09, 0.52], [1.81, 0.03, -0.69], [0.77, 0.24, 1.20], [-1.46, -0.17, -1.63], [-1.23, -0.11, 1.54], [1.10, -2.36, -0.43], [1.27, -3.07, -1.75], [1.04, 0.54, 2.33], [-0.42, -1.26, 0.56], [-0.61, -0.53, -2.21], [-1.51, 1.86, -0.23], [-2.18, -0.99, -1.45], [2.78, 0.36, 0.57], [-0.96, 0.55, -0.51], [0.83, -2.32, -1.36], [-0.58, -0.18, 0.68], [-1.69, 2.40, -1.16], [-0.65, 2.46, 0.20], [1.85, 0.06, 0.32]], "nbo_charge": [0.24, 0.30, 0.40, 0.65, -0.48, 0.29, 0.47, 0.50, -0.50, 0.27, 0.29, -0.49, 0.28, 0.42, 0.03, -0.97, -0.38, 0.25, 0.27, -0.84], "e_tot_ev": -11409.085, "relative_energy_kcal_mol": 35.20, "multiplicity": 2, "homo_lumo_gap_ev": [11.4, 6.4], "charge": 1, "s_squared": 0.75}

Entry 8:
{"formula": "C4H12N2O2", "method": "the ωB97M-V functional and the def2-TZVPD basis", "species": ["H", "H", "H", "H", "C", "C", "H", "H", "N", "H", "H", "H", "N", "O", "O", "H", "H", "C", "C", "H"], "xyz": [[0.05, 1.50, -1.25], [-0.15, 0.26, 0.95], [1.67, -1.66, -0.52], [-1.08, -1.68, -0.45], [-2.28, -0.28, -0.54], [0.18, -0.26, 0.04], [2.17, 0.02, 1.48], [-2.90, -1.26, -0.62], [-0.92, -0.78, -0.80], [0.80, -2.36, 0.84], [2.32, 2.30, -0.13], [-2.66, 0.47, -1.19], [1.47, 1.88, 0.24], [-2.51, 0.26, 0.79], [2.25, -0.91, 1.29], [1.58, 0.55, -1.38], [0.89, 2.75, 0.14], [1.20, -1.44, 0.37], [0.83, 0.96, -0.73], [-2.90, -0.33, 1.48]], "nbo_charge": [0.22, 0.32, 0.19, 0.40, 0.05, -0.10, 0.49, 0.20, -0.27, 0.22, 0.40, 0.23, -0.76, -0.72, -0.70, 0.24, 0.38, -0.08, -0.19, 0.51], "e_tot_ev": -11406.498, "relative_energy_kcal_mol": 94.86, "multiplicity": 2, "homo_lumo_gap_ev": [11.4, 5.1], "charge": 1, "s_squared": 0.76}

Entry 9:
{"formula": "C4H12N2O2Si", "method": "the ωB97M-V functional and the def2-TZVPD basis", "species": ["H", "H", "H", "O", "H", "C", "H", "N", "H", "H", "Si", "H", "H", "H", "N", "H", "C", "H", "C", "O", "C"], "xyz": [[-0.42, -2.48, -0.78], [-1.42, 1.71, -0.08], [-1.77, -2.82, 0.33], [-0.13, 0.40, -3.39], [2.42, 3.29, -2.48], [2.06, 2.50, -1.81], [1.17, -0.37, -0.99], [1.08, 1.90, -2.36], [-2.40, 0.76, 1.23], [2.07, 2.60, -0.74], [-0.36, -0.54, 0.87], [0.46, 0.09, 3.29], [-0.13, -2.84, 0.87], [-2.30, 0.43, -0.51], [0.85, 0.79, -2.85], [0.91, -1.60, 2.93], [-0.86, -2.22, 0.25], [-0.74, -1.23, 3.25], [-1.74, 0.76, 0.31], [1.08, -0.30, -0.06], [0.15, -0.83, 2.74]], "nbo_charge": [0.25, 0.24, 0.25, -0.38, 0.19, -0.06, 0.49, -0.17, 0.23, 0.20, 1.83, 0.24, 0.23, 0.24, 0.24, 0.25, -1.19, 0.23, -1.09, -1.12, -1.09], "e_tot_ev": -19291.829, "relative_energy_kcal_mol": 155.24, "multiplicity": 1, "homo_lumo_gap_ev": [8.2, 8.2]}

Entry 10:
{"formula": "C4H12N2O3P", "method": "the ωB97M-V functional and the def2-TZVPD basis", "species": ["C", "N", "P", "O", "C", "H", "H", "C", "O", "H", "H", "O", "H", "C", "H", "H", "H", "H", "N", "H", "H", "H"], "xyz": [[3.20, 0.78, -1.87], [1.00, -0.97, -0.92], [2.09, -0.67, -2.09], [2.01, 2.11, 0.95], [-1.98, -0.73, 2.49], [-3.70, 0.59, -0.23], [-3.75, 1.20, 1.44], [-3.61, 0.32, 0.82], [-1.45, -0.42, 0.20], [-2.70, -1.48, 2.80], [3.37, 1.21, -2.86], [2.60, 1.77, -1.08], [4.17, 0.45, -1.50], [-2.27, -0.29, 1.09], [1.38, -1.19, -0.01], [-2.05, 0.12, 3.17], [-4.40, -0.40, 1.07], [2.90, -1.79, -2.23], [2.60, 1.36, 0.31], [-0.98, -1.15, 2.56], [1.37, -0.49, -3.27], [0.21, -0.33, -0.85]], "nbo_charge": [-0.42, -1.12, 1.26, -0.17, -0.72, 0.24, 0.25, -0.73, -0.64, 0.25, 0.26, -0.41, 0.24, 0.64, 0.43, 0.25, 0.25, 0.03, 0.36, 0.23, 0.04, 0.47], "e_tot_ev": -22744.412, "relative_energy_kcal_mol": 60.95, "multiplicity": 1, "homo_lumo_gap_ev": 9.1, "charge": 1}

Entry 11:
{"formula": "C4H12N2O4S", "method": "the ωB97M-V functional and the def2-TZVPD basis", "species": ["O", "H", "H", "H", "H", "H", "H", "C", "H", "H", "C", "H", "O", "S", "N", "H", "O", "C", "C", "O", "H", "N", "H"], "xyz": [[-1.57, 1.94, 0.27], [0.31, 0.45, 1.50], [0.96, 1.49, 0.38], [-0.02, -2.02, 0.54], [-2.78, -0.40, -2.38], [3.16, 2.03, 1.95], [2.38, -2.16, 0.74], [0.74, -1.86, -0.33], [-3.83, 0.73, -1.50], [3.46, -0.27, 2.68], [0.83, -0.35, -0.59], [0.28, -2.16, -1.34], [-2.06, -0.45, 0.62], [-1.67, 0.57, -0.36], [2.71, 0.63, 2.33], [2.91, -1.82, -0.85], [-0.32, 0.17, -1.23], [1.08, 0.42, 0.67], [-2.83, 0.60, -1.83], [2.42, 0.11, 1.00], [-2.34, 1.38, -2.40], [2.12, -2.51, -0.17], [1.65, -0.08, -1.34]], "nbo_charge": [-0.90, 0.23, 0.19, 0.23, 0.25, 0.32, 0.35, -0.27, 0.25, 0.38, 0.07, 0.19, -0.92, 2.23, -0.52, 0.33, -0.70, -0.15, -0.80, -0.45, 0.25, -0.79, 0.21], "e_tot_ev": -26340.361, "relative_energy_kcal_mol": 130.28, "multiplicity": 1, "homo_lumo_gap_ev": 9.4}

Entry 12:
{"formula": "C4H12N2S", "method": "the ωB97M-V functional and the def2-TZVPD basis", "species": ["H", "H", "C", "C", "S", "H", "H", "C", "H", "N", "H", "H", "H", "H", "C", "H", "H", "N", "H"], "xyz": [[0.19, -0.29, -0.10], [2.79, 0.71, -1.01], [-0.46, 0.12, 2.61], [-0.03, -2.03, -2.00], [-1.09, 1.41, 0.17], [0.25, -0.64, 2.28], [1.92, -1.20, -2.33], [1.14, -0.42, -0.65], [0.01, -3.02, -1.56], [2.04, 0.49, -0.38], [-2.42, 0.83, 2.09], [-0.90, -1.49, -1.62], [0.10, 1.05, 2.78], [-0.87, -0.20, 3.57], [-1.57, 0.36, 1.59], [1.70, 1.22, 0.25], [-1.94, -0.61, 1.24], [1.16, -1.26, -1.66], [-0.11, -2.10, -3.07]], "nbo_charge": [0.27, 0.39, -0.62, -0.41, -0.63, 0.18, 0.39, 0.35, 0.21, -0.74, 0.20, 0.24, 0.21, 0.20, -0.52, 0.45, 0.18, -0.54, 0.21], "e_tot_ev": -18156.562, "relative_energy_kcal_mol": 33.59, "multiplicity": 1, "homo_lumo_gap_ev": 6.6}

no.,maximum force (eV Å⁻¹)
1,7.0
2,3.1
3,2.1
4,2.2
5,3.4
6,3.9
7,4.0
8,4.8
9,3.4
10,0.6
11,5.0
12,1.0